ORCA calculation (ωB97M-V with the def2-TZVPD basis set) on 21 unconnected molecules or ions with the total composition C74H199Cl10N30O16P7 in a non-equilibrium geometry.

Each atom is followed by the atoms it is bonded to, with distances in Å.
Cartesian coordinates (Å):
1 C -6.8846 -2.2524 -2.2332  Cl2 1.730, Cl3 1.788, H4 1.090, H5 1.090
2 Cl -8.5488 -2.7017 -2.3792  C1 1.730
3 Cl -6.7211 -1.0192 -0.9485  C1 1.788
4 H -6.3325 -3.1462 -1.9428  C1 1.090
5 H -6.4873 -1.7654 -3.1238  C1 1.090
6 C -5.2904 -0.3728 3.7391  Cl7 1.849, Cl8 1.843, H9 1.090, H10 1.090
7 Cl -3.4685 -0.5782 3.9801  C6 1.849
8 Cl -5.7860 -1.5497 2.4109  C6 1.843
9 H -5.6719 -0.6504 4.7217  C6 1.090
10 H -5.4999 0.6630 3.4720  C6 1.090
11 C -3.4230 0.7016 7.8898  Cl12 1.772, Cl13 1.736, H14 1.090, H15 1.090
12 Cl -1.9747 1.4029 7.1484  C11 1.772
13 Cl -3.2104 0.5643 9.6074  C11 1.736
14 H -4.3202 1.2900 7.6974  C11 1.090
15 H -3.6127 -0.2964 7.4947  C11 1.090
16 C 4.1669 -3.1735 -3.8184  Cl17 1.729, Cl18 1.801, H19 1.090, H20 1.090
17 Cl 4.1822 -1.5602 -3.1971  C16 1.729
18 Cl 2.5382 -3.9410 -3.8743  C16 1.801
19 H 4.5968 -3.1184 -4.8185  C16 1.090
20 H 4.7805 -3.7653 -3.1392  C16 1.090
21 C 0.6644 -2.5235 5.0815  Cl22 1.836, Cl23 1.795, H24 1.090, H25 1.090
22 Cl -0.5362 -1.8403 6.2908  C21 1.836
23 Cl 2.0089 -1.4380 4.5969  C21 1.795
24 H 0.9259 -3.5411 5.3718  C21 1.090
25 H 0.1796 -2.6118 4.1093  C21 1.090
26 C -3.0199 -6.1586 4.4313  O27 1.194, N28 1.353, H31 1.101
27 O -3.3624 -7.1218 3.8136  C26 1.194
28 N -3.3589 -4.9069 4.0449  C26 1.353, C29 1.411, C30 1.527
29 C -2.9853 -3.8880 4.9471  N28 1.411, H32 1.090, H33 1.090, H34 1.090
30 C -4.0725 -4.5449 2.7438  N28 1.527, H35 1.090, H36 1.090, H37 1.090
31 H -2.4651 -6.0831 5.3793  C26 1.101
32 H -2.5069 -4.1251 5.8973  C29 1.090
33 H -3.9296 -3.4243 5.2322  C29 1.090
34 H -2.4062 -3.0819 4.4966  C29 1.090
35 H -4.9754 -4.0149 3.0470  C30 1.090
36 H -3.4870 -3.8883 2.1002  C30 1.090
37 H -4.3352 -5.4191 2.1482  C30 1.090
38 C 2.1325 -0.0283 10.8194  O39 1.258, N40 1.354, H43 1.101
39 O 1.7294 -0.4021 11.9514  C38 1.258
40 N 1.4045 0.5186 9.8168  C38 1.354, C41 1.502, C42 1.427
41 C 1.9841 0.7907 8.4582  N40 1.502, H44 1.090, H45 1.090, H46 1.090
42 C 0.0739 0.9798 10.0491  N40 1.427, H47 1.090, H48 1.090, H49 1.090
43 H 3.1958 -0.1393 10.5560  C38 1.101
44 H 1.3586 0.2660 7.7360  C41 1.090
45 H 3.0294 0.4902 8.3880  C41 1.090
46 H 1.9573 1.8527 8.2139  C41 1.090
47 H -0.6970 0.3081 9.6713  C42 1.090
48 H -0.1887 1.0576 11.1041  C42 1.090
49 H -0.1508 1.8553 9.4399  C42 1.090
50 C 6.1894 -5.3995 5.2083  O51 1.181, N52 1.354, H55 1.101
51 O 7.3307 -5.6581 5.3717  C50 1.181
52 N 5.6218 -5.2199 3.9925  C50 1.354, C53 1.485, C54 1.463
53 C 4.2385 -4.6809 4.0238  N52 1.485, H56 1.090, H57 1.090, H58 1.090
54 C 6.3127 -5.4599 2.7258  N52 1.463, H59 1.090, H60 1.090, H61 1.090
55 H 5.4393 -5.2427 5.9988  C50 1.101
56 H 3.6055 -5.5209 3.7377  C53 1.090
57 H 4.1059 -3.9702 3.2080  C53 1.090
58 H 3.9631 -4.1017 4.9051  C53 1.090
59 H 5.6311 -5.9831 2.0552  C54 1.090
60 H 6.5262 -4.5972 2.0947  C54 1.090
61 H 7.3201 -5.8758 2.7414  C54 1.090
62 C 6.6781 -4.2668 -1.2189  O63 1.215, N64 1.392, H67 1.101
63 O 5.5953 -4.5380 -0.7400  C62 1.215
64 N 7.8021 -5.0880 -1.2419  C62 1.392, C65 1.504, C66 1.438
65 C 8.9692 -4.6435 -2.0797  N64 1.504, H68 1.090, H69 1.090, H70 1.090
66 C 7.7873 -6.3886 -0.6279  N64 1.438, H71 1.090, H72 1.090, H73 1.090
67 H 6.7892 -3.3763 -1.8567  C62 1.101
68 H 9.0185 -3.5829 -2.3263  C65 1.090
69 H 8.7978 -5.2091 -2.9956  C65 1.090
70 H 9.9210 -5.0180 -1.7032  C65 1.090
71 H 7.1848 -6.3463 0.2795  C66 1.090
72 H 7.3804 -7.2319 -1.1860  C66 1.090
73 H 8.8043 -6.6136 -0.3068  C66 1.090
74 C 0.9986 4.0659 -3.9689  O75 1.226, N76 1.305, H79 1.101
75 O 1.4498 4.9716 -4.6610  C74 1.226
76 N 1.6785 3.4796 -3.0219  C74 1.305, C77 1.478, C78 1.476
77 C 0.9276 2.7444 -1.9822  N76 1.478, H80 1.090, H81 1.090, H82 1.090
78 C 3.1456 3.5642 -2.8856  N76 1.476, H83 1.090, H84 1.090, H85 1.090
79 H -0.0239 3.6578 -3.9561  C74 1.101
80 H 1.0787 3.1340 -0.9755  C77 1.090
81 H 1.3154 1.7420 -1.8005  C77 1.090
82 H -0.1561 2.6437 -2.0417  C77 1.090
83 H 3.4812 3.9266 -3.8573  C78 1.090
84 H 3.4455 4.2714 -2.1124  C78 1.090
85 H 3.5527 2.5820 -2.6453  C78 1.090
86 C -10.8850 -1.0456 -0.0872  O87 1.253, N88 1.389, H91 1.101
87 O -10.7546 0.1421 0.2899  C86 1.253
88 N -10.1736 -2.1270 0.4167  C86 1.389, C89 1.453, C90 1.449
89 C -10.4604 -3.4821 -0.0236  N88 1.453, H92 1.090, H93 1.090, H94 1.090
90 C -9.1335 -2.0220 1.4206  N88 1.449, H95 1.090, H96 1.090, H97 1.090
91 H -11.7224 -1.3836 -0.7171  C86 1.101
92 H -11.0388 -4.0909 0.6713  C89 1.090
93 H -9.5075 -4.0073 -0.0889  C89 1.090
94 H -10.8824 -3.5593 -1.0257  C89 1.090
95 H -9.4396 -2.7277 2.1929  C90 1.090
96 H -8.1872 -2.2687 0.9392  C90 1.090
97 H -8.9932 -1.0346 1.8605  C90 1.090
98 C -0.6961 5.2338 -0.4990  O99 1.229, N100 1.352, H103 1.101
99 O -1.2621 4.3491 0.1386  C98 1.229
100 N 0.5437 5.5898 -0.0958  C98 1.352, C101 1.463, C102 1.490
101 C 1.2961 6.4684 -0.9921  N100 1.463, H104 1.090, H105 1.090, H106 1.090
102 C 1.0874 5.2242 1.2422  N100 1.490, H107 1.090, H108 1.090, H109 1.090
103 H -1.0848 5.7995 -1.3599  C98 1.101
104 H 2.1546 5.9608 -1.4319  C101 1.090
105 H 1.7103 7.2851 -0.4008  C101 1.090
106 H 0.6628 6.8623 -1.7870  C101 1.090
107 H 1.1953 6.1077 1.8715  C102 1.090
108 H 0.5443 4.4416 1.7720  C102 1.090
109 H 2.1065 4.8413 1.2951  C102 1.090
110 C -0.8773 -6.0368 0.6489  O111 1.278, N112 1.345, H115 1.101
111 O -1.8133 -6.6019 -0.0124  C110 1.278
112 N 0.3680 -5.9544 0.1482  C110 1.345, C113 1.488, C114 1.439
113 C 1.3699 -5.0495 0.7747  N112 1.488, H116 1.090, H117 1.090, H118 1.090
114 C 0.7594 -6.5196 -1.1164  N112 1.439, H119 1.090, H120 1.090, H121 1.090
115 H -0.9585 -5.4224 1.5589  C110 1.101
116 H 1.3817 -4.1071 0.2272  C113 1.090
117 H 2.3684 -5.4861 0.7968  C113 1.090
118 H 1.1022 -4.8072 1.8031  C113 1.090
119 H 1.6443 -7.1536 -1.0611  C114 1.090
120 H 0.0603 -7.1998 -1.6030  C114 1.090
121 H 0.8975 -5.7500 -1.8759  C114 1.090
122 C 8.5708 -0.3113 4.1795  O123 1.230, N124 1.336, H127 1.101
123 O 7.8795 0.5313 3.6085  C122 1.230
124 N 8.5353 -1.6402 4.0481  C122 1.336, C125 1.458, C126 1.503
125 C 9.7006 -2.4626 4.3505  N124 1.458, H128 1.090, H129 1.090, H130 1.090
126 C 7.4521 -2.2985 3.2400  N124 1.503, H131 1.090, H132 1.090, H133 1.090
127 H 9.4253 -0.0816 4.8347  C122 1.101
128 H 10.4921 -2.4815 3.6014  C125 1.090
129 H 9.5826 -3.5460 4.3321  C125 1.090
130 H 10.0320 -2.1976 5.3546  C125 1.090
131 H 7.8381 -2.6860 2.2972  C126 1.090
132 H 7.1884 -3.1959 3.7996  C126 1.090
133 H 6.5901 -1.6396 3.1358  C126 1.090
134 O 2.6557 5.6924 3.9702  P135 1.503
135 P 3.1056 4.4147 4.6211  O134 1.503, N136 1.754, N139 1.698, N142 1.716
136 N 3.6631 3.0933 3.6105  P135 1.754, C137 1.488, C138 1.468
137 C 3.8465 1.6895 4.0690  N136 1.488, H145 1.090, H146 1.090, H147 1.090
138 C 4.3375 3.3175 2.3265  N136 1.468, H148 1.090, H149 1.090, H150 1.090
139 N 1.8317 3.6514 5.4452  P135 1.698, C140 1.524, C141 1.499
140 C 1.5243 4.1086 6.8662  N139 1.524, H151 1.090, H152 1.090, H153 1.090
141 C 0.6390 3.2934 4.6115  N139 1.499, H154 1.090, H155 1.090, H156 1.090
142 N 4.3846 4.5740 5.7534  P135 1.716, C143 1.513, C144 1.424
143 C 5.0295 3.4002 6.4570  N142 1.513, H157 1.090, H158 1.090, H159 1.090
144 C 5.3323 5.6310 5.6366  N142 1.424, H160 1.090, H161 1.090, H162 1.090
145 H 4.8790 1.3453 4.0100  C137 1.090
146 H 3.1784 1.0340 3.5103  C137 1.090
147 H 3.4965 1.5796 5.0954  C137 1.090
148 H 4.2708 4.3803 2.0942  C138 1.090
149 H 3.8043 2.7654 1.5525  C138 1.090
150 H 5.3552 2.9272 2.3345  C138 1.090
151 H 0.7016 3.5177 7.2688  C140 1.090
152 H 2.4946 4.0174 7.3544  C140 1.090
153 H 1.1935 5.1454 6.8053  C140 1.090
154 H 0.9269 3.2264 3.5624  C141 1.090
155 H 0.1858 2.3598 4.9448  C141 1.090
156 H -0.0188 4.1626 4.6144  C141 1.090
157 H 5.9366 3.0913 5.9375  C143 1.090
158 H 5.4407 3.7236 7.4133  C143 1.090
159 H 4.3579 2.5839 6.7227  C143 1.090
160 H 6.0385 5.5259 4.8130  C144 1.090
161 H 5.8820 5.5880 6.5768  C144 1.090
162 H 4.8756 6.6206 5.6503  C144 1.090
163 O -2.0111 5.6262 -3.5293  P164 1.509
164 P -3.2728 5.1434 -4.2013  O163 1.509, N165 1.725, N168 1.821, N171 1.711
165 N -3.1961 5.2936 -5.9181  P164 1.725, C166 1.442, C167 1.431
166 C -3.6504 6.5058 -6.5531  N165 1.442, H174 1.090, H175 1.090, H176 1.090
167 C -2.2825 4.4751 -6.6546  N165 1.431, H177 1.090, H178 1.090, H179 1.090
168 N -4.7988 6.0522 -3.7972  P164 1.821, C169 1.460, C170 1.490
169 C -4.8778 6.6406 -2.4630  N168 1.460, H180 1.090, H181 1.090, H182 1.090
170 C -6.1380 5.7834 -4.3919  N168 1.490, H183 1.090, H184 1.090, H185 1.090
171 N -3.7482 3.5367 -3.8532  P164 1.711, C172 1.462, C173 1.418
172 C -4.6733 2.7963 -4.7101  N171 1.462, H186 1.090, H187 1.090, H188 1.090
173 C -3.7639 3.1112 -2.5004  N171 1.418, H189 1.090, H190 1.090, H191 1.090
174 H -4.6807 6.7391 -6.2845  C166 1.090
175 H -3.7092 6.4822 -7.6412  C166 1.090
176 H -3.0006 7.3299 -6.2585  C166 1.090
177 H -1.9954 3.6202 -6.0424  C167 1.090
178 H -1.2909 4.9259 -6.6954  C167 1.090
179 H -2.6186 4.2326 -7.6627  C167 1.090
180 H -4.1668 7.4421 -2.2626  C169 1.090
181 H -5.8524 7.0979 -2.2923  C169 1.090
182 H -4.8987 5.8868 -1.6759  C169 1.090
183 H -6.6916 5.1289 -3.7187  C170 1.090
184 H -6.6244 6.7392 -4.5869  C170 1.090
185 H -6.0736 5.2502 -5.3404  C170 1.090
186 H -4.8560 1.7493 -4.4684  C172 1.090
187 H -5.6502 3.2739 -4.6342  C172 1.090
188 H -4.3228 2.8916 -5.7378  C172 1.090
189 H -4.0641 3.9367 -1.8550  C173 1.090
190 H -2.7427 2.8908 -2.1894  C173 1.090
191 H -4.3584 2.2139 -2.3285  C173 1.090
192 O -1.4571 1.2754 -8.2742  P193 1.485
193 P -1.3702 -0.0805 -7.6745  O192 1.485, N194 1.720, N197 1.711, N200 1.742
194 N -0.3260 -1.1972 -8.4632  P193 1.720, C195 1.412, C196 1.515
195 C 0.7026 -0.7273 -9.3095  N194 1.412, H203 1.090, H204 1.090, H205 1.090
196 C -0.3615 -2.6907 -8.2104  N194 1.515, H206 1.090, H207 1.090, H208 1.090
197 N -2.8813 -0.8803 -7.7451  P193 1.711, C198 1.460, C199 1.525
198 C -3.4434 -1.6076 -8.8792  N197 1.460, H209 1.090, H210 1.090, H211 1.090
199 C -4.0315 -0.5493 -6.8003  N197 1.525, H212 1.090, H213 1.090, H214 1.090
200 N -0.9145 -0.2390 -6.0011  P193 1.742, C201 1.496, C202 1.442
201 C -1.0526 0.9440 -5.0959  N200 1.496, H215 1.090, H216 1.090, H217 1.090
202 C -0.8178 -1.5114 -5.3300  N200 1.442, H218 1.090, H219 1.090, H220 1.090
203 H 0.4003 -0.2325 -10.2326  C195 1.090
204 H 1.3136 -1.5905 -9.5733  C195 1.090
205 H 1.3340 -0.0504 -8.7339  C195 1.090
206 H -1.0662 -3.0444 -7.4578  C196 1.090
207 H 0.5718 -3.1108 -7.8354  C196 1.090
208 H -0.5801 -3.1204 -9.1879  C196 1.090
209 H -4.3781 -1.1467 -9.1983  C198 1.090
210 H -2.7875 -1.7506 -9.7379  C198 1.090
211 H -3.4902 -2.6756 -8.6664  C198 1.090
212 H -3.8746 -0.9043 -5.7817  C199 1.090
213 H -4.3265 0.4980 -6.8657  C199 1.090
214 H -4.9670 -1.0828 -6.9685  C199 1.090
215 H -0.4293 0.9250 -4.2019  C201 1.090
216 H -0.7446 1.8204 -5.6661  C201 1.090
217 H -2.0993 0.9682 -4.7926  C201 1.090
218 H -1.7098 -2.0839 -5.0755  C202 1.090
219 H -0.4054 -1.3761 -4.3302  C202 1.090
220 H -0.1340 -2.2206 -5.7964  C202 1.090
221 O -7.3213 4.3674 3.6182  P222 1.498
222 P -6.0189 4.0603 2.9441  O221 1.498, N223 1.731, N226 1.734, N229 1.743
223 N -6.1659 2.7138 1.8670  P222 1.731, C224 1.463, C225 1.402
224 C -7.4494 2.0191 1.7598  N223 1.463, H232 1.090, H233 1.090, H234 1.090
225 C -5.3840 2.4960 0.7241  N223 1.402, H235 1.090, H236 1.090, H237 1.090
226 N -4.7229 3.5357 3.9705  P222 1.734, C227 1.521, C228 1.484
227 C -3.2350 3.5114 3.6560  N226 1.521, H238 1.090, H239 1.090, H240 1.090
228 C -4.9369 3.0683 5.3625  N226 1.484, H241 1.090, H242 1.090, H243 1.090
229 N -5.3416 5.3821 2.0324  P222 1.743, C230 1.462, C231 1.498
230 C -4.2768 6.1964 2.6155  N229 1.462, H244 1.090, H245 1.090, H246 1.090
231 C -6.1421 6.0425 0.9521  N229 1.498, H247 1.090, H248 1.090, H249 1.090
232 H -8.0410 2.5743 1.0319  C224 1.090
233 H -7.9408 1.8838 2.7233  C224 1.090
234 H -7.2794 1.0097 1.3852  C224 1.090
235 H -5.3022 1.4546 0.4129  C225 1.090
236 H -4.3749 2.8717 0.8937  C225 1.090
237 H -5.8611 3.0305 -0.0973  C225 1.090
238 H -2.8041 2.5225 3.8129  C227 1.090
239 H -3.0119 3.7879 2.6256  C227 1.090
240 H -2.8010 4.1609 4.4162  C227 1.090
241 H -4.4198 2.1419 5.6125  C228 1.090
242 H -4.4398 3.7842 6.0172  C228 1.090
243 H -5.9639 2.7990 5.6090  C228 1.090
244 H -3.2708 5.7772 2.5944  C230 1.090
245 H -4.1374 7.1554 2.1165  C230 1.090
246 H -4.5466 6.4531 3.6399  C230 1.090
247 H -5.4797 6.8263 0.5847  C231 1.090
248 H -7.1028 6.3322 1.3776  C231 1.090
249 H -6.2503 5.3223 0.1410  C231 1.090
250 O 0.2691 -2.0541 1.6249  P251 1.482
251 P -0.0758 -0.8329 0.8590  O250 1.482, N252 1.736, N255 1.694, N258 1.708
252 N 1.1976 -0.2912 -0.1891  P251 1.736, C253 1.473, C254 1.444
253 C 2.4151 0.2042 0.4746  N252 1.473, H261 1.090, H262 1.090, H263 1.090
254 C 1.4880 -1.0565 -1.3782  N252 1.444, H264 1.090, H265 1.090, H266 1.090
255 N -0.6216 0.4468 1.8255  P251 1.694, C256 1.468, C257 1.441
256 C -0.3625 0.4380 3.2702  N255 1.468, H267 1.090, H268 1.090, H269 1.090
257 C -1.0785 1.6979 1.2749  N255 1.441, H270 1.090, H271 1.090, H272 1.090
258 N -1.4521 -1.0986 -0.1162  P251 1.708, C259 1.501, C260 1.442
259 C -2.5082 -1.9019 0.5848  N258 1.501, H273 1.090, H274 1.090, H275 1.090
260 C -1.8238 -0.2851 -1.2479  N258 1.442, H276 1.090, H277 1.090, H278 1.090
261 H 2.9113 -0.6480 0.9390  C253 1.090
262 H 2.0533 0.8182 1.2993  C253 1.090
263 H 3.0983 0.7129 -0.2055  C253 1.090
264 H 0.5615 -1.2217 -1.9280  C254 1.090
265 H 1.8037 -2.0910 -1.2427  C254 1.090
266 H 2.1900 -0.5052 -2.0037  C254 1.090
267 H -1.0235 1.1619 3.7467  C256 1.090
268 H -0.6104 -0.4681 3.8231  C256 1.090
269 H 0.6856 0.7068 3.4013  C256 1.090
270 H -0.7487 1.8627 0.2492  C257 1.090
271 H -2.1664 1.7643 1.2682  C257 1.090
272 H -0.7496 2.5363 1.8889  C257 1.090
273 H -3.4178 -1.3014 0.5711  C259 1.090
274 H -2.7717 -2.8698 0.1585  C259 1.090
275 H -2.1724 -2.1471 1.5923  C259 1.090
276 H -2.6596 0.3376 -0.9289  C260 1.090
277 H -2.1840 -0.9375 -2.0434  C260 1.090
278 H -1.0304 0.3324 -1.6691  C260 1.090
279 O 9.3995 -0.6626 -1.7812  P280 1.473
280 P 8.4972 0.5013 -1.8064  O279 1.473, N281 1.720, N284 1.706, N287 1.744
281 N 7.6340 0.6123 -3.2901  P280 1.720, C282 1.440, C283 1.456
282 C 6.5015 1.4549 -3.5738  N281 1.440, H290 1.090, H291 1.090, H292 1.090
283 C 7.9326 -0.3719 -4.3201  N281 1.456, H293 1.090, H294 1.090, H295 1.090
284 N 9.1753 2.0495 -1.5730  P280 1.706, C285 1.457, C286 1.443
285 C 9.4406 3.0286 -2.6190  N284 1.457, H296 1.090, H297 1.090, H298 1.090
286 C 9.7992 2.4134 -0.3235  N284 1.443, H299 1.090, H300 1.090, H301 1.090
287 N 7.2603 0.4222 -0.5797  P280 1.744, C288 1.474, C289 1.433
288 C 6.3786 1.5359 -0.1878  N287 1.474, H302 1.090, H303 1.090, H304 1.090
289 C 6.8558 -0.8705 -0.1126  N287 1.433, H305 1.090, H306 1.090, H307 1.090
290 H 6.5272 1.8239 -4.5991  C282 1.090
291 H 6.4463 2.2924 -2.8784  C282 1.090
292 H 5.6328 0.7988 -3.6286  C282 1.090
293 H 7.6558 0.0642 -5.2800  C283 1.090
294 H 7.3614 -1.2981 -4.2571  C283 1.090
295 H 9.0018 -0.5327 -4.4584  C283 1.090
296 H 8.5867 3.6881 -2.7740  C285 1.090
297 H 10.3682 3.5824 -2.4746  C285 1.090
298 H 9.4518 2.4811 -3.5615  C285 1.090
299 H 10.8474 2.1200 -0.3812  C286 1.090
300 H 9.6168 3.4681 -0.1174  C286 1.090
301 H 9.4705 1.8347 0.5397  C286 1.090
302 H 5.6042 1.6100 -0.9513  C288 1.090
303 H 5.8808 1.2651 0.7433  C288 1.090
304 H 7.0157 2.4174 -0.1160  C288 1.090
305 H 6.4123 -0.7413 0.8747  C289 1.090
306 H 7.6683 -1.5957 -0.1561  C289 1.090
307 H 6.1062 -1.2218 -0.8217  C289 1.090
308 O -3.8986 -2.5544 -3.2509  P309 1.499
309 P -3.7191 -4.0172 -3.5227  O308 1.499, N310 1.715, N313 1.720, N316 1.707
310 N -4.2876 -4.6359 -5.0174  P309 1.715, C311 1.447, C312 1.464
311 C -3.5096 -4.4259 -6.2194  N310 1.447, H319 1.090, H320 1.090, H321 1.090
312 C -5.7158 -4.4398 -5.2748  N310 1.464, H322 1.090, H323 1.090, H324 1.090
313 N -4.5884 -5.0021 -2.4119  P309 1.720, C314 1.445, C315 1.479
314 C -4.5927 -6.4348 -2.6012  N313 1.445, H325 1.090, H326 1.090, H327 1.090
315 C -4.4528 -4.5927 -0.9976  N313 1.479, H328 1.090, H329 1.090, H330 1.090
316 N -2.1096 -4.5757 -3.4190  P309 1.707, C317 1.487, C318 1.422
317 C -1.0297 -3.8705 -2.6781  N316 1.487, H331 1.090, H332 1.090, H333 1.090
318 C -1.6501 -5.7758 -4.0270  N316 1.422, H334 1.090, H335 1.090, H336 1.090
319 H -4.0148 -4.7372 -7.1337  C311 1.090
320 H -2.4968 -4.8271 -6.2568  C311 1.090
321 H -3.3476 -3.3497 -6.2796  C311 1.090
322 H -5.8512 -3.3957 -5.5570  C312 1.090
323 H -6.2542 -4.6463 -4.3499  C312 1.090
324 H -5.9699 -5.0963 -6.1070  C312 1.090
325 H -4.2773 -6.9594 -1.6993  C314 1.090
326 H -5.6576 -6.6450 -2.7015  C314 1.090
327 H -3.9930 -6.6884 -3.4753  C314 1.090
328 H -3.4410 -4.8041 -0.6516  C315 1.090
329 H -4.7049 -3.5412 -0.8603  C315 1.090
330 H -5.0281 -5.1553 -0.2623  C315 1.090
331 H -1.2027 -2.7945 -2.6970  C317 1.090
332 H -1.0226 -4.1980 -1.6384  C317 1.090
333 H -0.0691 -3.9252 -3.1902  C317 1.090
334 H -1.3738 -6.4776 -3.2400  C318 1.090
335 H -0.8005 -5.6246 -4.6929  C318 1.090
336 H -2.4526 -6.2830 -4.5625  C318 1.090

Its total energy is -12776.931601 Eh. For the orbital gap, the calculation gives 8.08 eV.